DFT (ωB97M-V/def2-TZVPD) results for a 4-piece molecular cluster, C31H66N4O9 overall.

Properties
- molecular weight (u) = 638.9
- HOMO (eV) = -8.702
- structure (SMILES) = C=CC(=O)OCCCCCC[C@H]1CNC(=O)C1.COCCNCCOC.COCCNCCOC.COCCNCCOC
- E_LUMO (eV) = 0.2477
- orbital gap (eV) = 9.0
- total energy (eV) = -57598.10944
- total charge = 0

Cartesian coordinates (Å):
1 C 8.204 1.490 0.547
2 C 7.008 1.711 -0.016
3 C 6.446 0.817 -1.074
4 O 6.492 0.976 -2.254
5 O 5.834 -0.271 -0.515
6 C 4.396 -0.249 -0.637
7 C 3.762 -0.675 0.696
8 C 2.639 -1.718 0.525
9 C 1.220 -1.163 0.721
10 C 0.955 0.092 -0.146
11 C 1.071 1.409 0.667
12 C 1.772 2.619 0.018
13 C 3.119 3.080 0.608
14 N 3.720 3.971 -0.409
15 C 3.340 3.324 -1.649
16 O 4.055 3.222 -2.600
17 C 1.934 2.716 -1.516
18 H 8.326 1.528 1.624
19 H 9.069 1.262 -0.068
20 H 6.417 2.579 0.275
21 H 4.116 -0.978 -1.398
22 H 4.066 0.737 -0.968
23 H 3.387 0.195 1.232
24 H 4.572 -1.096 1.290
25 H 2.688 -2.210 -0.447
26 H 2.807 -2.479 1.290
27 H 0.545 -1.933 0.341
28 H 0.962 -0.991 1.767
29 H 1.632 0.049 -0.999
30 H -0.076 0.025 -0.491
31 H 0.058 1.714 0.927
32 H 1.563 1.170 1.614
33 H 1.112 3.455 0.276
34 H 3.804 2.240 0.748
35 H 3.018 3.623 1.545
36 H 3.222 4.860 -0.410
37 H 2.006 1.806 -2.105
38 H 1.199 3.440 -1.854
39 C 1.964 -1.420 4.824
40 O 1.994 -2.625 4.088
41 C 2.722 -3.680 4.709
42 C 1.785 -4.757 5.212
43 N 0.999 -4.302 6.350
44 C -0.130 -5.162 6.697
45 C -1.206 -5.398 5.640
46 O -1.989 -4.260 5.330
47 C -1.393 -3.344 4.430
48 H 1.587 -0.643 4.159
49 H 1.298 -1.476 5.692
50 H 2.964 -1.134 5.164
51 H 3.368 -3.298 5.505
52 H 3.363 -4.121 3.941
53 H 2.370 -5.632 5.510
54 H 1.158 -5.049 4.359
55 H 0.642 -3.377 6.155
56 H -0.618 -4.715 7.567
57 H 0.260 -6.133 7.018
58 H -1.905 -6.133 6.047
59 H -0.796 -5.838 4.722
60 H -0.777 -3.845 3.679
61 H -0.796 -2.600 4.965
62 H -2.193 -2.804 3.923
63 C 1.394 2.242 -5.117
64 O 0.241 2.665 -4.412
65 C -0.106 4.027 -4.625
66 C -1.353 4.163 -5.472
67 N -1.108 3.773 -6.852
68 C -2.305 3.618 -7.672
69 C -3.358 2.598 -7.253
70 O -2.959 1.247 -7.376
71 C -2.175 0.742 -6.313
72 H 1.694 1.276 -4.712
73 H 1.200 2.114 -6.187
74 H 2.223 2.943 -4.985
75 H 0.732 4.581 -5.059
76 H -0.318 4.459 -3.641
77 H -1.680 5.208 -5.451
78 H -2.136 3.558 -4.995
79 H -0.596 2.900 -6.860
80 H -1.971 3.347 -8.676
81 H -2.791 4.597 -7.756
82 H -4.203 2.714 -7.937
83 H -3.749 2.789 -6.245
84 H -2.467 1.175 -5.352
85 H -1.106 0.912 -6.476
86 H -2.334 -0.335 -6.273
87 C -5.486 2.085 1.225
88 O -5.808 0.986 2.051
89 C -6.801 0.113 1.526
90 C -6.209 -1.211 1.092
91 N -5.380 -1.063 -0.095
92 C -4.563 -2.226 -0.428
93 C -3.544 -2.725 0.591
94 O -2.440 -1.863 0.801
95 C -2.675 -0.782 1.681
96 H -4.898 2.778 1.824
97 H -4.889 1.792 0.354
98 H -6.386 2.600 0.876
99 H -7.345 0.588 0.705
100 H -7.512 -0.079 2.333
101 H -7.026 -1.905 0.871
102 H -5.652 -1.614 1.949
103 H -4.772 -0.265 0.028
104 H -4.016 -1.980 -1.341
105 H -5.233 -3.056 -0.675
106 H -3.119 -3.648 0.189
107 H -4.005 -2.992 1.551
108 H -3.365 -1.043 2.488
109 H -3.057 0.088 1.138
110 H -1.718 -0.496 2.121

Löwdin atomic charge list, values in e, 99 entries: atom 1 (C): 0.03, atom 2 (C): -0.06, atom 3 (C): -0.50, atom 4 (O): 0.16, atom 5 (O): -0.02, atom 6 (C): -0.15, atom 7 (C): -0.14, atom 8 (C): -0.18, atom 9 (C): -0.20, atom 10 (C): -0.17, atom 11 (C): -0.14, atom 12 (C): -0.28, atom 13 (C): -0.16, atom 14 (N): 0.04, atom 15 (C): -0.45, atom 16 (O): 0.12, atom 17 (C): -0.04, atom 18 (H): 0.06, atom 19 (H): 0.07, atom 20 (H): 0.11, atom 21 (H): 0.13, atom 22 (H): 0.10, atom 23 (H): 0.09, atom 24 (H): 0.12, atom 25 (H): 0.11, atom 26 (H): 0.10, atom 27 (H): 0.10, atom 28 (H): 0.09, atom 29 (H): 0.09, atom 30 (H): 0.10, atom 31 (H): 0.11, atom 32 (H): 0.10, atom 33 (H): 0.13, atom 34 (H): 0.09, atom 35 (H): 0.12, atom 36 (H): 0.12, atom 37 (H): 0.11, atom 38 (H): 0.11, atom 39 (C): -0.11, atom 40 (O): -0.21, atom 41 (C): -0.21, atom 42 (C): -0.22, atom 43 (N): -0.05, atom 44 (C): -0.20, atom 45 (C): -0.23, atom 46 (O): -0.17, atom 47 (C): -0.09, atom 48 (H): 0.08, atom 49 (H): 0.08, atom 50 (H): 0.09, atom 51 (H): 0.12, atom 52 (H): 0.12, atom 53 (H): 0.12, atom 54 (H): 0.10, atom 55 (H): 0.06, atom 56 (H): 0.12, atom 57 (H): 0.12, atom 58 (H): 0.12, atom 59 (H): 0.11, atom 60 (H): 0.09, atom 61 (H): 0.07, atom 62 (H): 0.08, atom 63 (C): -0.11, atom 64 (O): -0.21, atom 65 (C): -0.22, atom 66 (C): -0.22, atom 67 (N): -0.05, atom 68 (C): -0.20, atom 69 (C): -0.23, atom 70 (O): -0.18, atom 71 (C): -0.10, atom 72 (H): 0.09, atom 73 (H): 0.08, atom 74 (H): 0.09, atom 75 (H): 0.13, atom 76 (H): 0.11, atom 77 (H): 0.12, atom 78 (H): 0.10, atom 79 (H): 0.07, atom 80 (H): 0.12, atom 81 (H): 0.12, atom 82 (H): 0.12, atom 83 (H): 0.11, atom 84 (H): 0.09, atom 85 (H): 0.07, atom 86 (H): 0.09, atom 87 (C): -0.12, atom 88 (O): -0.19, atom 89 (C): -0.22, atom 90 (C): -0.22, atom 91 (N): -0.05, atom 92 (C): -0.20, atom 93 (C): -0.22, atom 94 (O): -0.19, atom 95 (C): -0.10, atom 96 (H): 0.09, atom 97 (H): 0.08, atom 98 (H): 0.09, atom 99 (H): 0.12